Entry 1:
Here is a molecular structure, C16H17BMnN8O2 at a distorted geometry from the OMol25 dataset. Energies are from the ωB97M-V functional and the def2-TZVPD basis.

Geometry (Å):
Mn -0.4437 0.0791 -0.6738
O -2.3403 -1.1315 -1.2682
O -1.9476 0.5548 -2.4425
N 0.6286 -0.7048 -2.0756
N 2.1109 1.6885 -1.0084
N -2.7002 -0.3977 -2.2067
N 1.8603 -0.3768 -2.5056
N -1.2743 -0.4690 2.5466
N 0.0625 -1.4916 0.8827
N 0.8714 1.6393 -0.5001
N -1.7387 0.8800 0.6477
C -2.5191 1.8408 0.1095
C -2.0793 0.4059 1.8562
C 1.8836 3.4758 0.2766
C 1.5485 -3.2661 1.5104
C 2.2279 -1.2129 -3.4744
C -3.6709 2.3048 0.6950
C 0.7199 2.7282 0.2786
C -0.2801 -1.3468 2.1673
C 2.7394 2.7726 -0.5562
C 0.9499 -2.4520 0.5770
C -3.2485 0.8308 2.5112
C 0.3168 -2.1069 3.1860
C -4.0633 1.7668 1.9202
C 1.2067 -2.1294 -3.6943
C 1.2429 -3.0693 2.8543
C 0.2183 -1.7686 -2.7985
B 2.8264 0.6540 -1.8930
H 1.7102 -3.6710 3.6188
H -2.1908 2.2477 -0.8417
H 0.0406 -1.9251 4.2142
H 1.1662 -2.5778 -0.4746
H 3.1820 -1.1345 -3.9531
H -1.5578 -0.5870 3.5123
H -4.2503 3.0626 0.1982
H -4.9770 2.0739 2.4027
H -0.1981 2.9398 0.7957
H 3.3672 1.2268 -2.7818
H -0.7480 -2.2199 -2.6448
H -3.5024 0.4023 3.4698
H 3.7508 2.9862 -0.8314
H 3.6094 0.0640 -1.2091
H 2.0780 4.3847 0.8053
H 1.1784 -2.9328 -4.3990
H 2.2336 -4.0379 1.1963

Gap between HOMO and LUMO (alpha / beta), eV: 6.61 / 7.67
2S+1: 5
Net charge: +1
Energy relative to the best compared isomer or geometry (same formula, charge and spin), eV: 0.000
LUMO energy (alpha / beta), Ha: -0.18836 / -0.14895
HOMO energy (alpha / beta), eV: -11.738 / -11.724

Entry 2:
Here is a molecular structure, C16H17Br3F6N2O5PS6SbTi at a distorted geometry from the OMol25 dataset. Energies are from the ωB97M-V functional and the def2-TZVPD basis.

Geometry (Å):
Sb -2.2743 1.2488 -2.3401
Br 1.5932 -2.1235 0.3876
Br 3.0295 -0.9408 -2.2524
Br 0.9604 2.8495 -1.6620
Ti -0.3089 0.4072 0.2015
S -0.4378 -0.3795 -1.9043
S -1.4918 2.7911 -3.7621
S -0.1225 1.4763 3.0418
S -1.9721 1.9058 0.0180
S 1.0362 -0.4676 4.5066
S -4.2898 0.3075 -2.5851
P -1.9994 -1.5153 0.6728
F 1.9617 0.4444 6.7753
F 3.4454 0.2331 5.2006
F -2.2839 2.8339 3.5406
F 2.6549 -1.5253 6.1974
F -2.4907 0.7213 3.9611
F -1.3509 1.9892 5.2982
O -0.5199 0.2996 2.1732
O -0.1784 -0.8531 5.1677
O 4.9336 3.6693 1.4734
O 1.6003 -1.3558 3.5244
O 0.1179 2.6754 2.3106
N 1.7929 1.1934 0.3984
N 1.0189 1.0937 4.0312
C -1.5536 -4.8353 -1.6688
C -2.6645 -4.7817 -2.5057
C 3.1103 3.1933 0.0943
C -2.3088 -2.8429 -0.5260
C 2.2125 -2.4589 -1.4146
C 3.7244 1.6120 1.7707
C 2.6593 0.8499 1.3772
C 2.3619 -0.3129 5.7664
C -1.6453 -2.4314 2.2101
C -3.6518 -0.8552 1.0191
C -1.3805 -3.8755 -0.6844
C -3.4304 -2.8165 -1.3433
C -3.6073 -3.7834 -2.3275
C -1.6836 1.7711 4.0427
C 3.9455 2.8264 1.1363
C 2.0644 2.3648 -0.2326
H -2.3952 -3.2126 2.3273
H -4.3053 -1.6716 1.3287
H 2.4727 -0.0854 1.8803
H -4.1630 -2.0287 -1.2475
H -1.6889 -1.7496 3.0576
H -4.4858 -3.7396 -2.9611
H -4.0587 -0.3594 0.1433
H -0.6529 -2.8809 2.1921
H -0.8220 -5.6268 -1.7843
H -2.7925 -5.5186 -3.2893
H 3.2712 4.1117 -0.4505
H 5.4451 3.3128 2.2076
H 4.3620 1.2624 2.5753
H 2.9644 -3.2248 -1.3165
H -3.5618 -0.1301 1.8236
H -0.5349 -3.9537 -0.0161
H 1.3527 -2.7761 -1.9865

Gap between HOMO and LUMO, eV: 6.83
Energy relative to the best compared isomer or geometry (same formula, charge and spin), eV: 1.448
LUMO energy, Ha: -0.05197
HOMO energy, eV: -8.242

Entry 3:
Here is a molecular structure, C16H17Cl2I2STl at a distorted geometry from the OMol25 dataset. Energies are from the ωB97M-V functional and the def2-TZVPD basis.

Geometry (Å):
Tl -14.2250 -3.6997 2.7850
I -14.8144 -1.2661 4.5124
I -17.0258 -2.5451 1.9516
Cl -16.3709 -5.0852 4.8978
Cl -12.0922 -8.1553 4.1088
S -13.1085 -5.4302 4.1059
C -13.8033 -8.0319 4.2365
C -11.5223 -3.0770 1.9729
C -16.8341 -1.3491 3.7120
C -15.6429 -6.6253 4.6190
C -14.2882 -6.7395 4.3159
C -13.3890 -2.9868 0.3536
C -10.6501 -2.3574 2.9358
C -15.9584 -8.9793 4.4356
C -13.0476 -4.2560 -0.0472
C -11.9339 -4.8666 0.4072
C -16.4621 -7.7257 4.6786
C -12.7026 -2.4223 1.4619
C -11.5210 -6.2522 -0.0601
C -11.1430 -4.2590 1.3821
C -14.5969 -9.1653 4.2259
C -14.2667 -2.1300 -0.5044
H -10.4666 -6.2437 -0.3607
H -16.5998 -9.8680 4.4943
H -17.5077 -7.6509 4.8175
H -14.1133 -10.1411 4.1496
H -15.2326 -2.5172 -0.8086
H -17.1586 -0.2790 3.4858
H -9.8863 -1.8209 2.3646
H -10.2078 -3.0054 3.7062
H -14.3329 -1.1457 -0.0639
H -11.2415 -1.5723 3.4173
H -12.9641 -1.3940 1.7383
H -17.3861 -1.9154 4.3938
H -13.7053 -2.0345 -1.4183
H -11.5436 -6.9089 0.8351
H -10.2287 -4.6488 1.7222
H -13.5714 -4.7764 -0.8270
H -12.1512 -6.7656 -0.8120

Gap between HOMO and LUMO, eV: 5.59
Net charge: +2
LUMO energy, Ha: -0.33511
HOMO energy, eV: -14.708

Entry 4:
Here is C16H17FN2O3S3 in the gas phase at a distorted geometry from the OMol25 dataset. Energies are from the ωB97M-V functional and the def2-TZVPD basis.

Geometry (Å):
S -2.9086 -0.8063 0.8451
S 2.3161 -4.4312 1.0233
S -2.9898 1.5963 2.7099
F 1.0662 6.5190 -2.2507
O 3.6832 -4.6894 1.3697
O 0.1119 -0.0685 -1.0285
O 1.3172 -5.3106 1.5736
N -0.0135 -2.1011 -0.0630
N -1.9045 1.6199 0.3777
C -0.5626 -1.0009 -0.6355
C 0.4934 4.2861 -1.7551
C -0.7903 -3.2759 0.2739
C -1.0081 3.8505 0.0775
C -2.2586 3.0464 2.1319
C -1.1001 5.2188 0.3266
C -2.0733 -0.9723 -0.7715
C 1.4346 -2.0907 0.0904
C 2.1620 -2.8371 -1.0507
C -0.2073 3.3921 -0.9700
C -2.5260 0.8497 1.1875
C 2.1293 -4.3263 -0.7936
C 1.9037 -2.6837 1.4034
C 0.3848 5.6389 -1.4858
C -0.4031 6.1198 -0.4549
C -1.7306 2.8742 0.8827
H 2.9588 -4.8589 -1.2447
H 1.1880 -4.7959 -1.0578
H -0.1786 -3.9981 0.8068
H -1.6304 -3.0110 0.9174
H -2.2472 3.9170 2.7542
H 2.8261 -2.2245 1.7438
H -2.3454 -0.0973 -1.3603
H -1.7281 5.5829 1.1249
H -1.1833 -3.7551 -0.6274
H 3.1984 -2.4968 -1.0650
H -0.1360 2.3300 -1.1487
H -0.4653 7.1821 -0.2784
H 1.7048 -2.5728 -2.0049
H 1.7068 -1.0297 0.0232
H -2.4700 -1.8814 -1.2196
H 1.1184 3.9485 -2.5665
H 1.1568 -2.6570 2.1893

SMILES: CN(C(=O)CSc1nc(-c2ccc(F)cc2)cs1)[C@@H]1CCS(=O)(=O)C1
Gap between HOMO and LUMO, eV: 8.52
LUMO energy, Ha: 0.01428
HOMO energy, eV: -8.127

no.,energy (eV)
1,-64874.6468
2,-360474.0087
3,-73625.8058
4,-61213.7578